1.
Here is a molecular structure, C15H22GeI2N4O2STi at a distorted geometry from the Open Molecules 2025 dataset. Energies are from the ωB97M-V functional and the def2-TZVPD basis.

## Properties
Total charge: 0
E in eV: -132632.3870
Spin multiplicity: 1

Cartesian coordinates (Å):
Ti -0.534 -0.382 -0.860
I -0.825 -1.009 -3.504
C -2.150 -3.489 -2.142
I -1.896 -2.854 -0.149
H -1.515 -4.307 -2.437
H -3.176 -3.538 -2.465
N 5.012 1.171 4.980
C 3.960 1.087 4.110
C 3.690 2.131 3.215
C 2.685 2.002 2.284
C 1.930 0.840 2.238
C 2.160 -0.195 3.127
C 3.162 -0.063 4.068
S 0.649 0.850 1.019
O -0.261 -0.316 1.195
O -0.017 2.113 1.080
N 1.228 0.609 -0.459
C 1.931 -0.569 -0.514
N 3.187 -0.629 -0.128
C 3.825 -1.786 -0.335
C 3.199 -2.876 -0.933
C 1.858 -2.751 -1.236
N 1.198 -1.603 -0.988
H 5.405 2.079 5.157
H 5.041 0.536 5.760
H 4.272 3.039 3.262
H 2.455 2.799 1.596
H 1.543 -1.082 3.090
H 3.340 -0.853 4.782
H 4.860 -1.807 -0.024
H 3.739 -3.783 -1.138
H 1.279 -3.558 -1.669
C -4.761 2.491 -1.273
Ge -3.576 1.051 -1.990
C -4.422 -0.663 -1.429
C -3.658 1.261 -3.970
C -1.830 1.217 -1.108
H -5.763 2.372 -1.672
H -4.393 3.468 -1.570
H -4.817 2.457 -0.189
H -5.489 -0.646 -1.623
H -4.276 -0.825 -0.362
H -3.990 -1.493 -1.981
H -4.603 1.733 -4.225
H -3.595 0.307 -4.481
H -2.854 1.893 -4.336
H -2.010 1.639 -0.111
H -1.195 1.933 -1.664



2.
Here is a molecular structure, C4H9NO2 at a distorted geometry from the Open Molecules 2025 dataset. Energies are from the ωB97M-V functional and the def2-TZVPD basis.

## Properties
Total charge: 0
E in eV: -9874.7471
Spin multiplicity: 1

Cartesian coordinates (Å):
C 0.282 -2.840 -0.064
O -0.055 -1.673 0.648
C 0.325 -0.493 -0.014
C -0.102 0.688 0.845
C 0.094 2.000 0.192
N 0.929 2.813 -0.194
H -0.223 -2.864 -1.045
H 1.371 -2.907 -0.222
H -0.048 -3.700 0.530
H 1.419 -0.478 -0.167
H -0.156 -0.436 -1.005
H -1.168 0.589 1.102
H 0.477 0.688 1.782
O -1.200 2.708 -0.925
H -1.985 2.490 -0.403
H 0.039 3.417 -1.059



3.
Here is 2 unconnected molecules or ions with the total composition C4H13N at a distorted geometry from the Open Molecules 2025 dataset. Energies are from the ωB97M-V functional and the def2-TZVPD basis.

## Properties
SMILES: CNC.CC
Total charge: 0
E in eV: -5846.5608
Spin multiplicity: 1

Cartesian coordinates (Å):
C -2.707 0.054 -2.084
N -2.971 -1.268 -2.605
C -1.794 -2.134 -2.855
H -2.401 0.782 -2.986
H -1.916 -0.031 -1.287
H -3.707 0.312 -1.654
H -3.463 -1.855 -1.937
H -1.363 -2.330 -1.880
H -2.083 -2.923 -3.673
H -0.949 -1.512 -3.131
C 2.842 1.940 3.591
C 3.068 0.813 2.437
H 3.201 2.940 3.105
H 1.701 2.030 3.836
H 3.179 1.723 4.602
H 3.281 1.074 1.304
H 2.207 0.122 2.393
H 3.874 0.264 2.824



4.
Here is a molecular structure, C25H33FIN4O11PS2 from the Open Molecules 2025 dataset. Energies are from the ωB97M-V functional and the def2-TZVPD basis.

## Properties
Total charge: 0
E in eV: -96721.3960
Spin multiplicity: 1

Cartesian coordinates (Å):
C -2.998 0.050 2.901
C -2.752 0.390 1.467
O -3.444 1.123 0.832
O -1.642 -0.221 0.842
C -0.506 0.535 0.936
O -0.270 1.186 1.920
C 0.350 0.557 -0.295
C 0.618 -0.774 -0.966
C 1.213 -1.894 -0.425
P 1.855 -2.006 1.318
O 0.426 -1.736 2.101
I 3.224 0.024 1.681
C 1.384 -3.109 -1.212
C 2.111 -4.309 -0.624
C 3.649 -4.239 -0.663
C 4.237 -3.675 -1.942
F 4.179 -3.530 0.412
C 0.946 -3.201 -2.511
C 1.092 -4.412 -3.402
C -0.052 -5.406 -3.202
S -0.168 -6.661 -4.544
C 1.414 -6.625 -5.254
N 1.861 -5.793 -6.144
N 3.164 -6.139 -6.394
C 3.420 -7.165 -5.655
O 2.364 -7.530 -4.908
C 0.333 -2.047 -3.078
N -0.147 -1.966 -4.326
S -0.724 -0.469 -4.468
N -0.419 0.113 -3.019
C 0.183 -0.864 -2.320
H -3.134 0.997 3.425
H -2.168 -0.471 3.368
H -3.924 -0.511 3.011
H 1.273 1.095 -0.103
H -0.211 1.158 -1.016
H 0.592 -1.285 2.940
H 1.854 -5.214 -1.171
H 1.778 -4.485 0.400
H 4.013 -5.266 -0.559
H 3.760 -2.747 -2.261
H 4.125 -4.401 -2.748
H 5.296 -3.469 -1.797
H 1.139 -4.064 -4.431
H 2.030 -4.914 -3.173
H 0.093 -5.960 -2.276
H -1.013 -4.899 -3.156
H 4.338 -7.722 -5.602
C -2.739 7.761 -3.350
C -1.430 7.001 -3.344
O -1.390 6.025 -2.293
C -2.039 4.887 -2.545
O -2.616 4.613 -3.566
O -1.930 4.103 -1.475
C -2.624 2.853 -1.580
H -2.929 8.197 -2.368
H -2.708 8.561 -4.090
H -3.571 7.100 -3.590
H -0.600 7.674 -3.140
H -1.244 6.519 -4.304
H -2.340 2.332 -2.491
H -3.701 3.014 -1.557
H -2.342 2.262 -0.724
C -1.351 3.038 9.372
C -0.936 4.273 8.601
O 0.011 3.959 7.569
C -0.509 3.450 6.452
O -1.681 3.260 6.240
O 0.486 3.191 5.610
C 0.072 2.598 4.372
H -0.474 2.516 9.755
H -1.991 3.314 10.210
H -1.899 2.347 8.732
H -0.422 4.975 9.255
H -1.797 4.784 8.171
H -0.703 3.196 3.899
H -0.291 1.586 4.543
H 0.943 2.561 3.728



5.
Here is 2 unconnected molecules or ions with the total composition C3H4BN at a distorted geometry from the Open Molecules 2025 dataset. Energies are from the ωB97M-V functional and the def2-TZVPD basis.

## Properties
Total charge: 0
E in eV: -5335.5531
Spin multiplicity: 1

Cartesian coordinates (Å):
B -0.891 1.767 0.008
C 1.611 0.092 -0.031
C -0.212 -1.661 0.039
C 0.450 -0.546 0.052
N 2.619 0.607 0.095
H -1.278 1.830 -1.156
H -1.374 2.028 0.984
H 0.238 -2.479 -0.407
H -1.162 -1.638 0.418



6.
Here is a single C4H10BN molecule at a distorted geometry from the Open Molecules 2025 dataset. Energies are from the ωB97M-V functional and the def2-TZVPD basis.

## Properties
SMILES: BN(C)CC=C
Total charge: 0
E in eV: -6474.8798
Spin multiplicity: 1

Cartesian coordinates (Å):
B 2.125 0.599 -0.624
N 0.924 0.106 -0.058
C 0.797 -1.205 0.493
C -0.160 0.886 0.412
C -1.602 0.237 0.336
C -2.178 -0.174 -0.752
H 2.956 -0.102 -0.908
H 2.203 1.732 -1.164
H 0.708 -1.191 1.690
H -0.275 -1.536 0.346
H 1.556 -1.809 -0.040
H -0.175 1.888 -0.099
H -0.064 1.126 1.504
H -2.120 0.082 1.414
H -3.059 -0.742 -0.862
H -1.635 0.103 -1.687



7.
Here is a single C5H10O molecule at a distorted geometry from the Open Molecules 2025 dataset. Energies are from the ωB97M-V functional and the def2-TZVPD basis.

## Properties
Total charge: 0
E in eV: -7390.8504
Spin multiplicity: 1

Cartesian coordinates (Å):
C -0.906 -0.355 2.344
C 0.174 -0.569 1.285
C 0.209 0.523 0.274
O 1.357 0.716 -0.398
C 0.928 0.916 -1.659
C 0.079 -0.062 -2.402
H -0.741 0.579 2.891
H -0.913 -1.176 3.066
H -1.901 -0.307 1.886
H 1.173 -0.614 1.747
H 0.028 -1.556 0.816
H -0.574 1.255 0.133
H 1.514 1.663 -2.190
H -0.017 -0.980 -1.805
H 0.535 -0.311 -3.373
H -0.944 0.280 -2.613



8.
Here is a molecular structure, C5H8O at a distorted geometry from the Open Molecules 2025 dataset. Energies are from the ωB97M-V functional and the def2-TZVPD basis.

## Properties
Total charge: 0
E in eV: -7359.0463
Spin multiplicity: 1

Cartesian coordinates (Å):
C 1.779 -0.921 0.072
C 0.568 0.059 -0.064
C 0.767 1.360 -0.131
C -0.767 -0.522 -0.152
C -2.121 0.222 0.058
H 1.781 -1.517 -0.877
H 2.726 -0.349 0.270
H 1.780 -1.613 0.877
H 0.010 2.157 -0.228
H 1.722 1.756 -0.177
H -2.454 0.204 1.405
H -2.769 -0.614 -0.584
H -2.260 1.491 -0.305
O -0.762 -1.712 -0.165



9.
Here is a molecular structure, H11LiO6 at a distorted geometry from the Open Molecules 2025 dataset. Energies are from the ωB97M-V functional and the def2-TZVPD basis.

## Properties
Total charge: 0
E in eV: -12669.1719
Spin multiplicity: 1

Cartesian coordinates (Å):
Li 13.466 20.005 39.051
O 15.018 19.086 40.438
H 15.578 18.651 41.209
O 13.040 21.322 37.516
H 13.202 22.265 37.254
H 12.633 20.827 36.780
O 15.887 21.472 39.994
H 15.658 20.449 40.355
H 16.148 21.579 39.195
O 14.130 16.771 39.402
H 14.364 17.615 39.795
H 14.552 16.664 38.511
O 12.543 21.190 40.422
H 12.597 22.147 40.741
H 12.482 20.588 41.174
O 11.955 18.377 39.104
H 12.114 18.171 40.047
H 12.294 17.668 38.653



10.
Here is a molecular structure, C66H82N14O6 at a distorted geometry from the Open Molecules 2025 dataset. Energies are from the ωB97M-V functional and the def2-TZVPD basis.

## Properties
Total charge: 0
E in eV: -102882.9285
Spin multiplicity: 1

Cartesian coordinates (Å):
C 0.900 0.433 2.706
C -0.017 1.632 2.478
O 0.721 2.839 2.375
C 0.525 3.548 1.181
C 0.723 5.036 1.321
O -0.485 5.730 1.609
C -1.018 5.570 2.830
C -0.401 5.385 3.988
C -1.202 5.258 5.206
O -0.763 5.558 6.298
C -2.534 4.678 5.022
C -3.169 4.795 3.862
N -4.393 4.145 3.622
C -4.825 4.173 2.201
C -3.991 3.529 1.131
O -5.883 4.688 1.952
C -4.312 2.802 4.147
C -5.020 2.560 5.431
O -3.660 1.948 3.610
C -2.512 5.643 2.822
O -3.102 6.321 2.023
H 1.868 0.742 3.059
H 0.991 -0.129 1.791
H 0.448 -0.211 3.445
H -0.626 1.453 1.601
H -0.692 1.722 3.324
H 1.261 3.200 0.460
H -0.456 3.399 0.739
H 1.036 5.395 0.354
H 1.530 5.286 1.995
H 0.665 5.352 4.078
H -2.920 4.139 5.863
H -4.394 3.830 0.184
H -4.131 2.461 1.200
H -2.940 3.753 1.218
H -5.642 3.391 5.709
H -5.570 1.637 5.379
H -4.263 2.434 6.194
N -2.638 0.647 6.220
C -1.426 0.530 6.850
C -1.358 -0.724 7.398
C -2.573 -1.391 7.082
C -3.342 -0.520 6.358
H -2.965 1.462 5.734
H -0.719 1.345 6.857
H -0.529 -1.119 7.960
H -2.852 -2.393 7.359
H -4.324 -0.630 5.932
N -3.341 -0.327 1.916
C -4.187 -0.661 0.897
C -3.619 -1.696 0.201
C -2.379 -1.995 0.830
C -2.245 -1.139 1.885
H -3.481 0.410 2.589
H -5.116 -0.136 0.750
H -4.043 -2.177 -0.666
H -1.666 -2.749 0.544
H -1.456 -1.031 2.609
N 2.299 -1.401 9.346
C 1.880 -2.649 8.991
C 2.952 -3.323 8.467
C 4.072 -2.442 8.526
C 3.629 -1.266 9.067
H 1.717 -0.693 9.749
H 0.857 -2.948 9.139
H 2.938 -4.330 8.087
H 5.077 -2.648 8.199
H 4.147 -0.348 9.276
N -2.874 -5.329 -0.008
C -1.545 -5.561 -0.230
C -1.337 -6.914 -0.166
C -2.595 -7.520 0.101
C -3.522 -6.511 0.193
H -3.305 -4.422 0.010
H -0.862 -4.749 -0.411
H -0.391 -7.412 -0.294
H -2.796 -8.573 0.217
H -4.583 -6.535 0.385
N 2.118 2.927 -2.226
C 1.049 3.095 -3.062
C 0.902 1.955 -3.801
C 1.918 1.048 -3.385
C 2.656 1.678 -2.414
H 2.455 3.613 -1.579
H 0.487 4.013 -3.064
H 0.147 1.785 -4.549
H 2.092 0.052 -3.758
H 3.509 1.350 -1.845
N 4.435 6.434 -2.017
C 5.482 7.260 -1.706
C 6.633 6.664 -2.149
C 6.265 5.431 -2.756
C 4.904 5.318 -2.659
H 3.474 6.621 -1.808
H 5.318 8.195 -1.199
H 7.627 7.067 -2.052
H 6.924 4.712 -3.210
H 4.235 4.543 -2.993
N -1.522 2.258 -6.788
C -2.720 2.880 -7.016
C -3.691 1.918 -7.077
C -3.058 0.663 -6.876
C -1.724 0.905 -6.698
H -0.637 2.721 -6.703
H -2.777 3.950 -7.117
H -4.739 2.092 -7.248
H -3.529 -0.305 -6.862
H -0.904 0.233 -6.516
N -1.232 -9.346 -2.564
C -1.408 -10.611 -3.054
C -0.217 -11.031 -3.582
C 0.719 -9.979 -3.403
C 0.065 -8.956 -2.769
H -1.940 -8.787 -2.120
H -2.364 -11.102 -2.986
H -0.037 -11.986 -4.046
H 1.753 -9.974 -3.703
H 0.409 -7.987 -2.449
N 1.144 -2.220 -6.325
C 2.068 -3.114 -6.788
C 1.498 -4.357 -6.765
C 0.172 -4.210 -6.268
C -0.015 -2.876 -6.003
H 1.293 -1.233 -6.236
H 3.046 -2.790 -7.097
H 1.974 -5.273 -7.073
H -0.556 -4.991 -6.123
H -0.869 -2.342 -5.621
N 6.303 9.366 -4.627
C 5.855 10.524 -4.055
C 6.371 11.573 -4.767
C 7.160 11.025 -5.814
C 7.096 9.662 -5.700
H 6.085 8.440 -4.304
H 5.211 10.502 -3.193
H 6.202 12.617 -4.562
H 7.711 11.569 -6.562
H 7.545 8.881 -6.289
N -1.265 -6.139 -3.358
C -0.343 -7.032 -3.825
C -0.917 -8.276 -3.812
C -2.242 -8.127 -3.321
C -2.427 -6.798 -3.051
H -1.114 -5.152 -3.258
H 0.638 -6.707 -4.127
H -0.441 -9.190 -4.122
H -2.973 -8.905 -3.182
H -3.279 -6.267 -2.670
N 2.963 3.966 7.749
C 3.539 2.919 8.420
C 2.528 2.135 8.906
C 1.300 2.723 8.508
C 1.600 3.843 7.784
H 3.463 4.700 7.287
H 4.608 2.822 8.489
H 2.640 1.235 9.478
H 0.309 2.358 8.719
H 0.960 4.557 7.296
N -1.104 -7.117 -5.304
C -0.123 -6.766 -6.188
C -0.704 -6.043 -7.197
C -2.093 -5.954 -6.906
C -2.306 -6.626 -5.731
H -0.960 -7.657 -4.465
H 0.899 -7.059 -6.024
H -0.192 -5.625 -8.047
H -2.847 -5.456 -7.492
H -3.206 -6.796 -5.166



11.
Here is 2 unconnected molecules or ions with the total composition C2H7N3 at a distorted geometry from the Open Molecules 2025 dataset. Energies are from the ωB97M-V functional and the def2-TZVPD basis.

## Properties
SMILES: [H]/N=C\N.C=N
Total charge: 0
E in eV: -6655.8618
Spin multiplicity: 1

Cartesian coordinates (Å):
H 2.164 1.279 0.292
N 2.454 1.482 1.253
C 1.670 0.958 2.082
N 0.636 -0.004 1.843
H 1.980 0.893 3.130
H 1.066 -0.887 2.086
H 0.415 0.127 0.859
C -2.347 -1.052 -2.277
N -1.308 -0.402 -1.955
H -2.514 -2.006 -1.774
H -3.180 -0.650 -2.856
H -1.037 0.260 -2.682



12.
Here is a single C14H11N3O molecule at a distorted geometry from the Open Molecules 2025 dataset. Energies are from the ωB97M-V functional and the def2-TZVPD basis.

## Properties
SMILES: O=C1c2ccccc2NN=CN1c1ccccc1
Total charge: 0
E in eV: -21212.9649
Spin multiplicity: 1

Cartesian coordinates (Å):
O 1.446 0.098 1.184
C 0.422 0.442 0.577
C 0.338 1.795 0.058
C 1.525 2.439 -0.339
C 1.566 3.713 -0.912
C 0.349 4.382 -1.055
C -0.862 3.767 -0.668
C -0.880 2.452 -0.103
N -2.069 1.990 0.389
N -2.575 0.756 0.088
C -1.881 -0.364 0.089
N -0.512 -0.582 0.346
C -0.105 -1.927 0.339
C -0.620 -2.852 1.282
C -0.138 -4.157 1.245
C 0.808 -4.566 0.293
C 1.304 -3.665 -0.634
C 0.881 -2.356 -0.617
H 2.507 1.961 -0.194
H 2.486 4.170 -1.169
H 0.289 5.386 -1.418
H -1.776 4.334 -0.714
H -2.815 2.701 0.487
H -2.460 -1.221 -0.198
H -1.335 -2.598 2.045
H -0.466 -4.907 1.955
H 1.207 -5.568 0.301
H 2.037 -3.997 -1.357
H 1.329 -1.626 -1.299



13.
Here is a single C4H6N2 molecule at a distorted geometry from the Open Molecules 2025 dataset. Energies are from the ωB97M-V functional and the def2-TZVPD basis.

## Properties
SMILES: C#CCNN=C
Total charge: 0
E in eV: -7221.7252
Spin multiplicity: 1

Cartesian coordinates (Å):
C 2.690 -0.838 0.013
C 1.742 -0.101 -0.077
C 0.749 0.956 -0.299
N -0.573 0.702 0.310
N -1.322 -0.081 -0.524
C -2.353 -0.690 -0.023
H 3.571 -1.509 -0.011
H 1.092 1.879 0.236
H 0.606 1.138 -1.344
H -0.619 0.518 1.361
H -2.640 -0.684 1.024
H -2.944 -1.290 -0.664